No. 1
ORCA calculation (ωB97M-V/def2-TZVPD) on 2 unconnected molecules or ions with the total composition C7H16O2Si in a non-equilibrium geometry.

As for the multiplicity: 1. The value obtained for the orbital gap is 9.00 eV. The structure (SMILES) is C/C=C(\C)O[SiH3].C=C(C)O. The value obtained for the energy above the lowest of the compared OMol25 structures with the same formula, charge and spin is 364.0 kJ/mol.

Each line ends with the Löwdin charge.
CARTESIAN COORDINATES (ANGSTROEM)
O (-1.286, -1.266, -1.196)  -0.02
H (-1.734, 1.662, 2.863)  0.11
C (-0.357, 0.405, -2.661)  -0.05
H (0.965, -2.389, -1.107)  0.04
H (1.824, -1.446, -2.209)  0.04
C (-0.154, -0.745, -1.771)  -0.50
C (-1.853, 1.318, 1.774)  -0.11
H (1.340, 1.734, -0.723)  0.09
H (-0.902, -0.732, 1.855)  0.09
H (0.587, 0.647, -3.064)  0.07
C (-0.858, 0.293, 1.519)  -0.14
O (1.355, -0.400, 0.981)  -0.30
H (-1.101, 0.204, -3.496)  0.11
H (1.338, 2.305, 1.009)  0.12
H (1.604, -1.631, 3.079)  -0.07
C (0.331, 0.533, 0.896)  -0.40
C (0.912, -1.531, -1.756)  0.06
C (0.768, 1.740, 0.205)  -0.03
Si (1.484, -1.833, 1.674)  0.54
H (0.610, -2.993, 1.312)  -0.04
H (-2.838, 0.948, 1.746)  0.05
H (2.782, -2.106, 1.016)  -0.04
H (-0.163, 2.242, -0.036)  0.06
H (-1.996, -0.542, -1.016)  0.15
H (-0.797, 1.295, -2.154)  0.08
H (-1.859, 2.287, 1.258)  0.08

Cartesian forces (eV/Å) of the 6 atoms listed first:
-2.147 1.761 0.906
-0.190 -0.451 -1.147
-1.948 0.883 -0.443
-0.667 -0.288 0.189
1.919 1.166 -1.548
-0.703 -1.456 -0.838

No. 2
ORCA calculation (ωB97M-V/def2-TZVPD) on a molecular structure, C5H7KO4 in a non-equilibrium geometry.

Its total charge is +1. As for the multiplicity: 2. The value obtained for the orbital gap (spin up / spin down) is 8.97 / 10.02 eV. The value obtained for the energy above the lowest of the compared OMol25 structures with the same formula, charge and spin is 184.8 kJ/mol.

Each line ends with the Mulliken spin population.
CARTESIAN COORDINATES (ANGSTROEM)
K (2.376, -0.089, -1.884)  0.00
C (-1.029, 1.271, -1.258)  0.14
C (-0.574, 1.566, -2.656)  0.68
H (0.787, -2.476, 1.645)  0.00
C (0.789, 0.615, 0.713)  0.00
H (1.143, 1.638, 1.003)  0.00
C (-0.665, -0.946, 1.589)  0.00
H (-0.922, -1.329, 2.582)  0.00
O (-0.088, 0.342, 1.742)  0.00
H (-1.544, -0.873, 0.934)  0.00
H (0.321, -2.412, 0.045)  0.00
H (-1.945, 0.673, -1.376)  -0.02
O (0.271, 0.789, -0.561)  0.02
O (1.515, -0.553, 0.508)  0.00
C (0.424, -1.746, 0.906)  0.00
O (0.442, 1.329, -3.194)  0.19
H (-1.300, 2.201, -0.737)  -0.02

Cartesian forces (eV/Å) of the 6 atoms listed first:
0.272 -0.042 -0.306
1.979 1.089 1.376
-0.415 0.239 0.124
1.114 0.891 -0.038
-1.875 -0.150 1.452
1.277 -1.351 -0.032

No. 3
ORCA calculation (ωB97M-V/def2-TZVPD) on a single C19H19BrN4O3 molecule.

As for the multiplicity: 1. The value obtained for the orbital gap is 9.01 eV. The structure (SMILES) is Cc1nc(O)[nH]c1C(=O)N1C[C@@H]2C[C@H]1CN2C(=O)/C=C/c1cccc(Br)c1. The value obtained for the energy above the lowest of the compared OMol25 structures with the same formula, charge and spin is 14.0 kJ/mol.

Each line ends with the Löwdin charge.
CARTESIAN COORDINATES (ANGSTROEM)
C (4.058, 0.356, 2.141)  -0.07
H (3.141, 3.448, 1.175)  0.13
H (0.902, 1.084, 2.897)  0.13
H (5.150, 0.380, 2.143)  0.13
H (-3.940, 0.240, 0.908)  0.12
C (3.978, -5.417, 6.025)  -0.07
C (0.061, -0.265, 0.624)  -0.11
H (-0.597, -3.444, 1.243)  0.08
Br (7.552, -4.408, 7.844)  0.73
H (0.855, 2.639, 2.032)  0.12
H (2.656, -1.321, 6.428)  0.13
N (-2.007, -1.157, 0.713)  0.17
H (3.464, -6.327, 5.744)  0.11
C (-0.660, -1.428, 0.585)  -0.26
C (4.059, -3.011, 6.109)  -0.22
N (-0.889, 0.752, 0.787)  0.18
C (3.475, 1.279, 1.065)  -0.22
H (4.631, 2.898, 1.997)  0.13
H (0.912, -2.865, 0.484)  0.07
H (2.438, -4.132, 5.265)  0.12
C (3.401, -4.186, 5.756)  -0.03
C (5.860, -4.323, 6.996)  -0.69
N (2.011, 1.108, 1.061)  0.01
C (3.823, -0.950, 4.759)  0.02
H (4.608, -1.281, 4.090)  0.12
H (5.669, -6.453, 6.864)  0.10
C (-0.173, -2.826, 0.450)  -0.02
C (1.507, -0.053, 0.522)  -0.39
C (3.604, 2.643, 1.742)  -0.06
H (3.717, -0.668, 2.008)  0.12
C (1.474, 1.771, 2.275)  -0.08
C (5.214, -5.496, 6.650)  -0.13
H (2.654, 2.893, 3.780)  0.15
O (-3.203, 0.863, 0.923)  0.11
H (5.825, -2.178, 7.008)  0.11
H (-0.502, -3.244, -0.503)  0.09
H (3.900, 1.148, 0.076)  0.15
C (3.459, -1.691, 5.796)  -0.02
O (2.363, 0.855, 5.298)  0.06
C (2.777, 2.206, 2.950)  -0.22
C (3.152, 0.358, 4.508)  -0.45
O (2.240, -0.856, -0.037)  0.07
N (3.490, 0.987, 3.350)  0.00
H (-0.740, 1.743, 0.735)  0.15
C (5.301, -3.083, 6.732)  -0.08
C (-2.083, 0.140, 0.810)  -0.46

Cartesian forces (eV/Å) of the 6 atoms listed first:
-0.017 -0.010 0.012
-0.003 -0.001 0.001
-0.002 0.002 0.003
0.002 -0.001 0.005
0.001 -0.002 0.000
0.003 0.002 0.002

No. 4
ORCA calculation (ωB97M-V/def2-TZVPD) on 11 unconnected molecules or ions with the total composition C22H33N11 in a non-equilibrium geometry.

As for the multiplicity: 1. The value obtained for the orbital gap is 10.88 eV. The structure (SMILES) is CC#N.CC#N.CC#N.CC#N.CC#N.CC#N.CC#N.CC#N.CC#N.CC#N.CC#N. The value obtained for the energy above the lowest of the compared OMol25 structures with the same formula, charge and spin is 100.1 kJ/mol.

Each line ends with the Löwdin charge.
CARTESIAN COORDINATES (ANGSTROEM)
H (10.637, 2.687, -11.224)  0.04
C (12.643, -2.763, -6.573)  -0.08
C (11.657, 0.726, -3.742)  -0.05
N (8.832, -2.885, -7.452)  0.16
H (15.377, 3.480, -6.630)  0.08
H (11.208, -0.202, -4.100)  0.08
C (14.416, 4.513, -11.283)  -0.09
H (9.823, 3.756, -10.070)  0.10
C (9.672, 2.973, -10.818)  -0.07
H (13.984, 3.824, -12.008)  0.07
H (14.120, -3.903, -11.083)  0.09
H (9.548, -1.874, -10.398)  0.05
C (11.527, 0.044, -8.913)  -0.07
H (9.279, -0.385, -6.025)  0.06
N (14.500, -1.570, -8.008)  0.14
C (13.061, -4.026, -11.303)  -0.03
C (10.245, 0.445, -13.006)  -0.26
N (12.788, 6.520, -10.926)  0.12
C (13.503, 5.633, -11.084)  -0.29
N (17.668, -0.179, -10.934)  0.13
C (8.500, 0.155, -6.558)  -0.13
C (14.580, 2.748, -6.494)  -0.07
N (10.994, 2.272, -5.740)  0.15
H (12.882, -5.056, -11.612)  0.09
H (14.614, 2.129, -7.387)  0.06
H (14.474, 3.962, -10.348)  0.04
N (14.884, 1.428, -4.270)  0.13
H (11.219, 1.106, -2.823)  0.09
C (13.690, -2.072, -7.376)  -0.30
C (12.394, -3.798, -10.003)  -0.20
H (14.806, 0.823, -10.537)  0.04
H (14.540, -0.861, -11.108)  0.06
H (13.626, 3.262, -6.373)  0.07
H (14.901, 0.488, -12.224)  0.08
H (10.517, -0.009, -9.302)  0.02
H (11.732, -2.175, -6.536)  0.06
C (16.537, -0.091, -11.107)  -0.30
C (8.987, 1.918, -10.101)  -0.27
C (15.111, 0.052, -11.243)  -0.09
H (12.690, -3.392, -12.098)  0.08
C (14.783, 2.005, -5.259)  -0.27
N (12.928, 2.049, -9.847)  0.17
H (7.977, -2.571, -10.511)  0.09
H (12.102, -0.851, -9.133)  0.05
H (9.660, 0.775, -15.004)  0.09
H (8.211, -0.393, -7.443)  0.02
C (7.311, 0.369, -5.756)  -0.28
C (11.368, 1.641, -4.858)  -0.27
H (8.868, 1.152, -6.801)  0.05
C (8.947, -2.710, -10.041)  -0.07
H (13.136, -2.895, -5.611)  0.08
N (10.946, 0.193, -12.131)  0.18
H (12.476, -3.704, -7.092)  0.03
H (11.374, 0.160, -7.840)  0.07
C (12.294, 1.186, -9.426)  -0.25
N (6.370, 0.521, -5.117)  0.12
C (9.232, 0.729, -14.000)  -0.05
N (8.372, 1.139, -9.524)  0.17
H (9.502, -3.635, -10.226)  0.07
C (8.859, -2.765, -8.589)  -0.29
H (15.377, 4.885, -11.627)  0.08
H (8.771, 1.687, -13.778)  0.08
H (12.716, 0.550, -3.571)  0.04
H (8.549, -0.117, -14.071)  0.09
N (11.967, -3.690, -8.942)  0.16
H (9.040, 3.386, -11.604)  0.08

Cartesian forces (eV/Å) of the 6 atoms listed first:
-0.033 -0.215 0.111
1.836 0.371 -0.115
-0.009 0.050 -0.679
0.011 -0.037 0.434
-0.068 0.086 0.231
-0.119 -0.204 0.638

Among the records above, which one has the highest multiplicity?
C5H7KO4

Repeat the first record exactly.
ORCA calculation (ωB97M-V/def2-TZVPD) on 2 unconnected molecules or ions with the total composition C7H16O2Si in a non-equilibrium geometry.

As for the multiplicity: 1. The value obtained for the orbital gap is 9.00 eV. The structure (SMILES) is C/C=C(\C)O[SiH3].C=C(C)O. The value obtained for the energy above the lowest of the compared OMol25 structures with the same formula, charge and spin is 364.0 kJ/mol.

Each line ends with the Löwdin charge.
CARTESIAN COORDINATES (ANGSTROEM)
O (-1.286, -1.266, -1.196)  -0.02
H (-1.734, 1.662, 2.863)  0.11
C (-0.357, 0.405, -2.661)  -0.05
H (0.965, -2.389, -1.107)  0.04
H (1.824, -1.446, -2.209)  0.04
C (-0.154, -0.745, -1.771)  -0.50
C (-1.853, 1.318, 1.774)  -0.11
H (1.340, 1.734, -0.723)  0.09
H (-0.902, -0.732, 1.855)  0.09
H (0.587, 0.647, -3.064)  0.07
C (-0.858, 0.293, 1.519)  -0.14
O (1.355, -0.400, 0.981)  -0.30
H (-1.101, 0.204, -3.496)  0.11
H (1.338, 2.305, 1.009)  0.12
H (1.604, -1.631, 3.079)  -0.07
C (0.331, 0.533, 0.896)  -0.40
C (0.912, -1.531, -1.756)  0.06
C (0.768, 1.740, 0.205)  -0.03
Si (1.484, -1.833, 1.674)  0.54
H (0.610, -2.993, 1.312)  -0.04
H (-2.838, 0.948, 1.746)  0.05
H (2.782, -2.106, 1.016)  -0.04
H (-0.163, 2.242, -0.036)  0.06
H (-1.996, -0.542, -1.016)  0.15
H (-0.797, 1.295, -2.154)  0.08
H (-1.859, 2.287, 1.258)  0.08

Cartesian forces (eV/Å) of the 6 atoms listed first:
-2.147 1.761 0.906
-0.190 -0.451 -1.147
-1.948 0.883 -0.443
-0.667 -0.288 0.189
1.919 1.166 -1.548
-0.703 -1.456 -0.838

Which value of multiplicity does entry 4 give?
1